Arrangement i

Molecular formula: C2H2FOP
Method: DFT, ωB97M-V with the def2-TZVPD basis set

ORCA input file:
```
! RIJCOSX wB97M-V def2-TZVPD def2/J DEFGRID3
* xyz 0 1
C -0.983 -0.210 0.765
C -3.012 0.136 0.036
O -3.402 1.099 -0.449
F -3.875 -0.908 0.380
P -0.062 -1.163 -0.191
H -1.262 0.173 1.671
H 1.000 -1.541 0.758
*
```

Computed Löwdin charges, given in elementary charges: -0.385, -0.349, 0.140, 0.005, 0.758, -0.050, -0.119

Arrangement ii

Molecular formula: C2H2FOP
Method: DFT, ωB97M-V with the def2-TZVPD basis set

ORCA input file:
```
! RIJCOSX wB97M-V def2-TZVPD def2/J DEFGRID3
* xyz 0 1
C 0.476 0.928 1.377
C 0.225 0.296 0.084
O 0.237 0.946 2.667
F -0.663 2.793 0.184
P 0.820 2.033 -0.027
H 0.988 -0.519 -0.159
H -0.728 0.145 -0.262
*
```

Summary:
Structure (SMILES): O=C1CP1F

Computed Löwdin charges, given in elementary charges: -0.488, -0.278, -0.016, -0.360, 0.970, 0.126, 0.047

Computed energies relative to the best structure, in kcal/mol: arrangement i 47.1; arrangement ii 0.0

Arrangement i

Molecular formula: C17H24N2O2
Method: DFT, ωB97M-V with the def2-TZVPD basis set

ORCA input file:
```
! RIJCOSX wB97M-V def2-TZVPD def2/J DEFGRID3
* xyz 0 1
C 0.651 2.813 -0.254
H 0.757 2.938 -1.337
O 0.937 1.495 0.144
C 2.177 0.988 -0.085
C 3.207 1.648 -0.735
C 4.423 1.014 -0.948
C 4.616 -0.280 -0.513
C 3.598 -0.949 0.151
C 2.382 -0.329 0.380
O 1.341 -0.881 1.078
C 1.100 -2.267 0.953
H 1.965 -2.854 1.289
C 0.724 -2.655 -0.478
C -0.512 -1.909 -0.989
C -1.846 -2.459 -0.465
H -2.565 -2.483 -1.285
H -1.712 -3.490 -0.127
C -2.454 -1.643 0.683
C -2.668 -0.205 0.339
C -3.395 0.334 -0.705
N -3.277 1.678 -0.591
N -2.537 2.039 0.461
C -2.158 0.913 1.041
C -1.321 0.909 2.268
H -1.171 1.931 2.605
H -0.353 0.460 2.055
H -1.808 0.340 3.059
H -3.685 2.381 -1.185
C -4.194 -0.289 -1.793
H -3.556 -0.564 -2.635
H -4.688 -1.187 -1.430
H -4.951 0.407 -2.152
H -1.804 -1.690 1.556
H -3.412 -2.099 0.956
H -0.508 -1.972 -2.080
H -0.421 -0.855 -0.720
H 0.562 -3.734 -0.519
H 1.572 -2.417 -1.126
H 0.271 -2.462 1.636
H 3.764 -1.959 0.495
H 5.559 -0.779 -0.681
H 5.213 1.540 -1.461
H 3.068 2.656 -1.093
H 1.295 3.536 0.258
H -0.388 2.976 0.034
*
```

Summary:
Structure (SMILES): COc1ccccc1OCCCCCc1c(C)n[nH]c1C

Computed Löwdin charges, given in elementary charges: -0.075, 0.097, -0.087, -0.196, -0.020, -0.097, -0.097, -0.020, -0.199, -0.058, -0.186, 0.116, -0.163, -0.180, -0.184, 0.092, 0.109, -0.138, -0.155, -0.254, 0.017, 0.062, -0.312, -0.024, 0.081, 0.059, 0.081, 0.153, -0.020, 0.082, 0.082, 0.077, 0.098, 0.118, 0.111, 0.105, 0.115, 0.109, 0.121, 0.112, 0.100, 0.100, 0.103, 0.099, 0.066

Arrangement ii

Molecular formula: C17H24N2O2
Method: DFT, ωB97M-V with the def2-TZVPD basis set

ORCA input file:
```
! RIJCOSX wB97M-V def2-TZVPD def2/J DEFGRID3
* xyz 0 1
C 4.469 -0.248 -0.280
C 3.167 0.197 0.373
H 3.282 0.209 1.460
C 1.972 -0.692 -0.001
N 0.745 -0.090 0.493
C 0.137 0.935 -0.127
O 0.514 1.419 -1.173
C -1.040 1.547 0.654
N -1.750 0.609 1.492
C -1.395 0.666 2.799
O -1.833 -0.049 3.672
C -0.351 1.764 2.953
H -0.555 2.348 3.848
C -0.473 2.568 1.661
H 0.475 2.981 1.320
H -1.178 3.389 1.791
H 0.637 1.314 3.067
C -2.891 -0.147 1.038
H -3.353 -0.556 1.942
H -3.600 0.539 0.563
C -2.558 -1.302 0.088
C -2.008 -0.886 -1.251
C -0.909 -1.546 -1.784
C -0.383 -1.182 -3.010
C -0.954 -0.148 -3.728
C -2.068 0.499 -3.223
C -2.595 0.127 -2.000
H -3.476 0.633 -1.630
H -2.528 1.299 -3.783
H -0.537 0.151 -4.677
H 0.477 -1.705 -3.402
H -0.460 -2.359 -1.231
H -3.485 -1.862 -0.072
H -1.851 -1.973 0.580
H -1.709 2.012 -0.076
H 0.377 -0.430 1.367
C 2.094 -2.101 0.562
H 2.235 -2.067 1.641
H 2.941 -2.615 0.118
H 1.197 -2.677 0.348
H 1.889 -0.720 -1.094
H 2.935 1.212 0.044
H 4.785 -1.221 0.090
H 5.258 0.467 -0.062
H 4.349 -0.307 -1.358
*
```

Summary:
Structure (SMILES): CC[C@@H](C)NC(=O)[C@@H]1CCC(=O)N1CCc1ccccc1

Computed Löwdin charges, given in elementary charges: -0.099, -0.211, 0.112, -0.370, 0.119, -0.471, 0.083, -0.178, -0.024, -0.469, 0.071, -0.070, 0.122, -0.094, 0.121, 0.120, 0.117, -0.124, 0.127, 0.122, -0.110, -0.244, -0.061, -0.081, -0.086, -0.076, -0.053, 0.109, 0.104, 0.103, 0.106, 0.101, 0.125, 0.116, 0.155, 0.137, -0.039, 0.087, 0.076, 0.065, 0.138, 0.108, 0.065, 0.071, 0.078

Computed energies relative to the best structure, in kcal/mol: arrangement i 54.0; arrangement ii 0.0

Arrangement i

Molecular formula: C6H12NP
Method: DFT, ωB97M-V with the def2-TZVPD basis set

ORCA input file:
```
! RIJCOSX wB97M-V def2-TZVPD def2/J DEFGRID3
* xyz 0 3
C -0.093 -0.130 0.053
C 0.545 0.066 1.443
C -1.523 -0.380 -0.093
C 0.145 1.241 -0.705
C 2.091 -0.046 1.422
C -2.013 -1.450 -0.947
N 0.084 -0.741 2.410
P -1.133 -1.641 2.627
H 0.315 -0.981 -0.602
H 0.151 1.027 1.706
H -2.258 0.231 0.484
H 1.181 1.688 -0.653
H -0.584 1.975 -0.156
H -0.152 1.120 -1.700
H 2.407 0.116 2.536
H 2.655 0.783 0.905
H 2.670 -0.960 1.166
H -1.559 -1.214 -1.869
H -3.023 -1.453 -0.917
H -1.618 -2.414 -0.828
*
```

Summary:
⟨S²⟩: 2.007

Computed Löwdin charges, given in elementary charges: -0.389, -0.558, -0.241, -0.061, -0.067, -0.114, -0.429, 0.785, 0.159, 0.134, 0.114, 0.083, 0.112, 0.041, 0.098, 0.071, 0.078, 0.075, 0.044, 0.063

Arrangement ii

Molecular formula: C6H12NP
Method: DFT, ωB97M-V with the def2-TZVPD basis set

ORCA input file:
```
! RIJCOSX wB97M-V def2-TZVPD def2/J DEFGRID3
* xyz 0 3
C 2.727 0.133 -1.798
C 0.108 1.131 -1.624
C 0.331 0.763 -0.200
C -1.808 -0.748 -0.135
C -0.805 -0.379 2.071
C -1.221 0.300 0.763
N 3.695 -0.623 -1.487
P 1.065 -0.518 -1.307
H 2.846 0.970 -2.371
H -0.925 0.999 -1.972
H 0.694 1.721 -2.327
H 0.786 1.424 0.526
H -1.663 -0.536 -1.100
H -2.873 -0.902 -0.034
H -1.264 -1.690 0.027
H -0.109 -1.126 1.987
H -1.723 -0.883 2.345
H -0.498 0.257 2.782
H -1.954 1.105 0.798
H 4.585 -0.252 -1.873
*
```

Summary:
⟨S²⟩: 2.009

Computed Löwdin charges, given in elementary charges: -0.537, -0.310, -0.417, -0.165, -0.081, -0.280, 0.026, 0.999, 0.036, 0.059, 0.054, 0.082, -0.015, 0.085, 0.081, 0.052, 0.085, 0.031, 0.120, 0.094

Computed energies relative to the best structure, in kcal/mol: arrangement i 0.0; arrangement ii 65.4

Arrangement i

Molecular formula: C3H3NOS2
Method: DFT, ωB97M-V with the def2-TZVPD basis set

ORCA input file:
```
! RIJCOSX wB97M-V def2-TZVPD def2/J DEFGRID3
* xyz 0 1
C -0.268 -1.261 -0.764
C 1.750 -0.429 0.206
C -0.906 1.162 0.574
N 0.955 -1.087 -0.377
O 2.676 0.039 0.727
S -1.588 -0.463 -0.214
S -0.061 1.860 -0.701
H -0.391 -2.082 -1.616
H -1.898 1.486 0.881
H -0.268 0.774 1.284
*
```

Computed Löwdin charges, given in elementary charges: -0.558, -0.330, -0.954, 0.083, 0.219, 0.961, 0.443, 0.138, 0.022, -0.023

Arrangement ii

Molecular formula: C3H3NOS2
Method: DFT, ωB97M-V with the def2-TZVPD basis set

ORCA input file:
```
! RIJCOSX wB97M-V def2-TZVPD def2/J DEFGRID3
* xyz 0 1
C -0.187 0.560 1.635
C -0.078 0.369 0.152
C -0.018 -1.120 -1.690
H -0.153 1.689 2.193
H -0.966 -1.320 -2.524
H 0.918 -1.871 -1.472
N 0.685 1.218 -0.554
O -0.671 -0.749 -0.316
S -0.515 -0.668 2.629
S 0.670 0.675 -2.152
*
```

Computed Löwdin charges, given in elementary charges: -0.603, -0.610, -0.268, 0.132, 0.152, 0.130, -0.279, -0.169, 0.720, 0.795

Computed energies relative to the best structure, in kcal/mol: arrangement i 0.0; arrangement ii 12.2

Arrangement i

Molecular formula: C4H10NO2
Method: DFT, ωB97M-V with the def2-TZVPD basis set

ORCA input file:
```
! RIJCOSX wB97M-V def2-TZVPD def2/J DEFGRID3
* xyz -1 1
C 0.813 1.084 -1.411
N -0.320 0.471 -0.786
C 0.062 -0.535 -0.027
C 0.178 -0.363 1.598
O 1.193 0.236 2.077
C -0.990 -1.807 -0.220
O -0.481 -2.937 0.130
H 1.271 0.453 -2.193
H 1.666 1.252 -0.759
H 0.572 2.013 -1.936
H 1.000 -0.950 -0.444
H -0.510 2.820 0.156
H 0.117 -1.419 1.939
H -0.801 0.108 1.852
H -0.584 2.837 0.896
H -1.304 -1.737 -1.277
H -1.881 -1.527 0.403
*
```

Computed Löwdin charges, given in elementary charges: -0.196, -0.008, -0.361, -0.431, -0.157, -0.444, -0.192, 0.080, 0.076, 0.051, 0.129, 0.017, 0.108, 0.095, 0.042, 0.089, 0.102

Arrangement ii

Molecular formula: C4H10NO2
Method: DFT, ωB97M-V with the def2-TZVPD basis set

ORCA input file:
```
! RIJCOSX wB97M-V def2-TZVPD def2/J DEFGRID3
* xyz -1 1
C 1.286 1.211 0.610
O 2.657 0.885 0.356
C 0.338 0.370 -0.236
C -1.006 0.146 0.479
C -1.896 -0.703 -0.406
O -1.582 -2.075 -0.171
N 0.879 -0.942 -0.600
H 1.135 1.155 1.698
H 1.184 2.278 0.361
H 2.619 -0.079 0.325
H 0.094 0.858 -1.166
H -0.904 -0.316 1.464
H -1.340 1.169 0.650
H -2.981 -0.570 -0.372
H -1.588 -0.537 -1.450
H 1.718 -0.774 -1.136
H -0.612 -2.075 -0.404
*
```

Computed Löwdin charges, given in elementary charges: -0.268, -0.137, -0.521, -0.193, -0.307, -0.163, -0.111, 0.099, 0.101, 0.030, 0.100, 0.107, 0.095, 0.095, 0.096, -0.052, 0.027

Arrangement iii

Molecular formula: C4H10NO2
Method: DFT, ωB97M-V with the def2-TZVPD basis set

ORCA input file:
```
! RIJCOSX wB97M-V def2-TZVPD def2/J DEFGRID3
* xyz -1 1
C 0.829 0.194 -0.504
C 0.785 1.209 0.639
C 0.472 0.577 2.016
O -0.287 -0.594 1.961
N -0.337 -0.654 -0.463
C -0.836 -1.098 -1.683
O -2.236 -1.433 -1.569
H 0.846 0.767 -1.445
H 1.746 -0.413 -0.475
H 1.769 1.709 0.627
H 0.031 1.963 0.414
H 1.383 0.395 2.518
H -0.074 1.356 2.588
H -0.469 -0.768 0.792
H -0.388 -2.024 -2.113
H -0.725 -0.321 -2.471
H -2.511 -0.864 -0.832
*
```

Computed Löwdin charges, given in elementary charges: -0.302, -0.198, -0.373, -0.250, -0.135, -0.409, -0.119, 0.087, 0.097, 0.091, 0.089, 0.063, 0.085, 0.026, 0.093, 0.089, 0.065

Arrangement iv

Molecular formula: C4H10NO2
Method: DFT, ωB97M-V with the def2-TZVPD basis set

ORCA input file:
```
! RIJCOSX wB97M-V def2-TZVPD def2/J DEFGRID3
* xyz -1 1
N 0.156 0.793 -2.290
C 0.039 2.389 -0.331
C -0.515 1.945 -1.686
H 0.105 -0.012 -1.655
H 1.154 0.996 -2.413
H -0.044 1.567 0.400
H -0.520 3.259 0.052
H 1.101 2.668 -0.428
H -1.585 1.686 -1.579
H -0.442 2.784 -2.405
O -0.774 -0.956 1.785
O 0.117 -2.056 0.003
C -0.163 -1.907 1.224
C 0.270 -3.070 2.159
H -0.548 -3.808 2.205
H 1.176 -3.572 1.777
H 0.474 -2.706 3.180
*
```

Computed Löwdin charges, given in elementary charges: -0.030, -0.125, -0.373, 0.048, 0.054, 0.066, 0.058, 0.060, 0.102, 0.088, -0.121, -0.119, -0.790, -0.073, 0.054, 0.050, 0.050

Computed energies relative to the best structure, in kcal/mol: arrangement i 151.4; arrangement ii 58.1; arrangement iii 59.9; arrangement iv 0.0

Arrangement i

Molecular formula: C4H10NO2
Method: DFT, ωB97M-V with the def2-TZVPD basis set

ORCA input file:
```
! RIJCOSX wB97M-V def2-TZVPD def2/J DEFGRID3
* xyz -1 1
C 0.209 -0.382 0.112
C -1.090 -0.464 -0.711
C -1.417 -0.574 -2.370
O -1.875 -1.799 -2.677
N 0.519 0.947 0.651
C 1.756 0.722 2.082
O 2.611 1.449 2.707
H 0.167 -1.164 0.944
H 1.048 -0.862 -0.348
H -1.546 -1.493 -0.245
H -1.688 0.390 -0.174
H -2.117 0.291 -2.612
H -0.410 -0.387 -2.973
H 0.404 1.606 1.465
H 0.155 1.463 -0.136
H 0.976 0.214 2.717
H 2.298 0.045 1.568
*
```

Computed Löwdin charges, given in elementary charges: -0.311, -0.174, -0.539, -0.395, -0.062, -0.325, -0.144, 0.113, 0.097, 0.123, 0.094, 0.056, 0.074, 0.126, 0.103, 0.118, 0.044

Arrangement ii

Molecular formula: C4H10NO2
Method: DFT, ωB97M-V with the def2-TZVPD basis set

ORCA input file:
```
! RIJCOSX wB97M-V def2-TZVPD def2/J DEFGRID3
* xyz -1 1
C 2.336 0.195 -0.276
O 1.219 -0.200 0.454
C 3.575 0.099 0.618
H 2.252 1.263 -0.669
H 2.458 -0.449 -1.175
H 4.497 0.479 0.101
H 3.744 -0.940 0.959
H 3.453 0.714 1.520
C -2.053 0.649 0.405
N -1.095 0.191 -0.429
C -1.517 -0.981 -1.134
O -3.248 0.222 0.479
H -1.715 1.489 1.086
H 0.152 0.039 -0.005
H -2.530 -0.763 -1.579
H -1.653 -1.860 -0.455
H -0.796 -1.260 -1.932
*
```

Computed Löwdin charges, given in elementary charges: -0.445, -0.241, -0.141, 0.104, 0.088, 0.061, 0.061, 0.057, -0.437, -0.120, -0.194, -0.147, 0.109, 0.031, 0.071, 0.079, 0.065

Arrangement iii

Molecular formula: C4H10NO2
Method: DFT, ωB97M-V with the def2-TZVPD basis set

ORCA input file:
```
! RIJCOSX wB97M-V def2-TZVPD def2/J DEFGRID3
* xyz -1 1
C 2.034 0.010 -0.182
O 2.504 -1.225 -0.067
C 0.513 0.210 0.314
C -0.476 0.349 -0.816
C -1.913 0.668 -0.393
O -2.401 -0.380 0.501
N 0.144 -0.995 1.095
H 1.956 0.380 -1.250
H 2.642 0.795 0.324
H 0.469 1.070 0.972
H -0.416 -0.573 -1.414
H -0.233 1.166 -1.512
H -2.511 0.571 -1.285
H -1.958 1.503 0.305
H -1.631 -0.903 0.785
H 0.687 -1.713 0.621
H 0.590 -0.933 2.003
*
```

Summary:
Structure (SMILES): N[C@@H](C[O-])CCO

Computed Löwdin charges, given in elementary charges: -0.504, -0.341, -0.374, -0.202, -0.245, -0.162, 0.004, 0.071, 0.068, 0.116, 0.127, 0.105, 0.093, 0.105, 0.009, 0.054, 0.076

Arrangement iv

Molecular formula: C4H10NO2
Method: DFT, ωB97M-V with the def2-TZVPD basis set

ORCA input file:
```
! RIJCOSX wB97M-V def2-TZVPD def2/J DEFGRID3
* xyz -1 1
C -0.172 -0.035 -0.474
C 1.062 -1.000 -0.100
C 2.239 -0.251 -0.938
O 2.506 -0.400 -2.213
N -1.370 -0.223 0.390
C -2.038 1.401 1.083
O -3.229 1.351 1.397
H 0.342 0.884 -0.038
H -0.315 -0.029 -1.516
H 0.907 -1.314 0.908
H 1.063 -2.080 -0.421
H 2.041 0.825 -0.703
H 3.130 -0.396 -0.225
H -1.273 -1.206 0.731
H -2.098 -0.741 -0.100
H -1.351 1.276 1.959
H -1.445 1.937 0.261
*
```

Computed Löwdin charges, given in elementary charges: -0.222, -0.178, -0.609, -0.318, -0.046, -0.374, -0.143, 0.102, 0.098, 0.055, 0.089, 0.059, 0.071, 0.123, 0.108, 0.083, 0.099

Computed energies relative to the best structure, in kcal/mol: arrangement i 139.3; arrangement ii 0.0; arrangement iii 25.0; arrangement iv 106.1